Entry from the OMol25 dataset: 12 unconnected molecules or ions with the total composition C36H76N4O12 at a distorted geometry (the ωB97M-V functional and the def2-TZVPD basis).

Output
E_HOMO ... -8.875 eV
Energy ... -2539.21164 Eh
Frontier orbital gap ... 9.2 eV
Lowest unoccupied orbital energy ... 0.365 eV

The geometry in XYZ format:
```
128
C36H76N4O12, DFT the ωB97M-V functional and the def2-TZVPD basis
C -5.852 -6.487 26.965
N -4.825 -5.796 27.779
C -4.214 -4.686 27.385
C -2.941 -4.366 28.113
O -4.602 -4.032 26.465
H -6.532 -5.709 26.617
H -6.498 -7.177 27.509
H -5.446 -7.081 26.146
H -4.367 -6.292 28.530
H -2.927 -3.378 28.573
H -2.021 -4.510 27.546
H -2.949 -5.009 28.993
C -0.328 -3.255 25.180
N -0.611 -2.089 24.330
C -1.779 -1.597 23.971
C -3.021 -2.036 24.711
O -1.867 -0.810 23.061
H 0.721 -3.402 25.438
H -0.545 -4.218 24.718
H -0.888 -3.251 26.115
H 0.140 -1.541 23.936
H -3.528 -2.880 24.245
H -3.720 -1.203 24.776
H -2.813 -2.344 25.735
C 2.114 -4.187 17.250
N 1.349 -4.102 18.454
C 0.067 -3.772 18.581
C -0.521 -3.779 19.975
O -0.632 -3.498 17.644
H 1.446 -3.943 16.424
H 2.362 -5.248 17.254
H 3.049 -3.632 17.171
H 1.826 -4.408 19.291
H -1.276 -2.993 19.975
H 0.196 -3.495 20.746
H -1.063 -4.662 20.312
C -3.991 -8.690 32.011
N -3.585 -9.272 30.735
C -3.370 -8.598 29.622
C -3.063 -9.503 28.378
O -3.426 -7.380 29.595
H -4.440 -9.468 32.630
H -4.737 -7.920 31.818
H -3.149 -8.334 32.604
H -3.349 -10.254 30.717
H -3.266 -8.924 27.477
H -3.729 -10.364 28.438
H -2.040 -9.878 28.349
C -6.152 -2.291 21.417
C -6.540 -3.562 20.690
C -7.411 -3.405 19.402
O -6.155 -4.686 21.005
H -5.484 -1.638 20.856
H -5.613 -2.481 22.345
H -7.076 -1.765 21.654
H -8.273 -2.749 19.519
H -7.862 -4.345 19.083
H -6.816 -2.979 18.595
C -3.932 -5.138 18.064
C -3.657 -6.438 18.785
C -4.534 -7.617 18.334
O -2.745 -6.598 19.617
H -3.395 -5.237 17.121
H -3.383 -4.425 18.680
H -4.979 -4.857 17.957
H -5.453 -7.731 18.909
H -3.886 -8.489 18.414
H -4.782 -7.571 17.274
C -8.679 -5.460 24.110
C -8.496 -6.737 24.803
C -7.562 -7.706 24.175
O -8.995 -7.005 25.862
H -8.990 -5.553 23.069
H -7.722 -4.941 24.163
H -9.561 -4.974 24.526
H -7.880 -8.009 23.177
H -7.497 -8.520 24.897
H -6.609 -7.180 24.131
C -5.827 -10.411 26.173
C -5.084 -11.315 25.260
C -5.233 -11.043 23.803
O -4.304 -12.163 25.609
H -6.898 -10.429 25.969
H -5.576 -9.361 26.023
H -5.653 -10.739 27.198
H -4.623 -11.764 23.259
H -4.877 -10.032 23.606
H -6.259 -11.074 23.435
C 2.786 -5.466 26.650
C 1.842 -6.567 26.230
C 2.572 -7.804 25.783
O 0.643 -6.369 26.117
H 2.268 -4.509 26.717
H 3.572 -5.403 25.897
H 3.256 -5.690 27.607
H 3.422 -7.622 25.126
H 1.855 -8.448 25.274
H 2.909 -8.313 26.686
C 2.092 -8.005 21.567
C 1.537 -6.581 21.627
C 0.377 -6.277 22.549
O 2.026 -5.696 20.957
H 2.581 -8.265 20.628
H 1.150 -8.552 21.607
H 2.787 -8.215 22.379
H 0.159 -5.210 22.600
H 0.545 -6.638 23.563
H -0.469 -6.814 22.118
C -1.657 -10.960 23.566
C -0.451 -10.696 24.440
C -0.754 -10.375 25.877
O 0.735 -10.804 24.033
H -2.229 -10.050 23.383
H -2.239 -11.816 23.907
H -1.345 -11.280 22.571
H 0.139 -10.512 26.486
H -1.542 -11.028 26.251
H -1.017 -9.328 26.028
C -2.256 -6.313 25.029
C -3.210 -6.788 23.914
C -3.623 -5.853 22.798
O -3.495 -7.988 23.900
H -1.239 -6.419 24.651
H -2.360 -6.960 25.900
H -2.508 -5.288 25.302
H -3.631 -4.851 23.227
H -4.610 -6.205 22.495
H -2.959 -5.981 21.943
```

Atomic partial charges in e from the Mulliken method, atoms 1 to 99: atom 1 (C): -0.570, atom 2 (N): -0.002, atom 3 (C): 0.904, atom 4 (C): -0.823, atom 5 (O): -0.614, atom 6 (H): 0.273, atom 7 (H): 0.414, atom 8 (H): -0.280, atom 9 (H): 0.222, atom 10 (H): 0.384, atom 11 (H): -0.146, atom 12 (H): 0.347, atom 13 (C): -0.609, atom 14 (N): -0.060, atom 15 (C): 0.491, atom 16 (C): -0.474, atom 17 (O): -0.699, atom 18 (H): 0.366, atom 19 (H): -0.079, atom 20 (H): 0.347, atom 21 (H): 0.264, atom 22 (H): -0.226, atom 23 (H): 0.443, atom 24 (H): 0.203, atom 25 (C): -0.982, atom 26 (N): -0.091, atom 27 (C): 0.714, atom 28 (C): -0.719, atom 29 (O): -0.680, atom 30 (H): 0.343, atom 31 (H): 0.319, atom 32 (H): 0.273, atom 33 (H): 0.255, atom 34 (H): 0.384, atom 35 (H): 0.388, atom 36 (H): -0.089, atom 37 (C): -0.882, atom 38 (N): -0.174, atom 39 (C): 0.460, atom 40 (C): -0.642, atom 41 (O): -0.752, atom 42 (H): 0.350, atom 43 (H): 0.293, atom 44 (H): 0.272, atom 45 (H): 0.252, atom 46 (H): -0.152, atom 47 (H): 0.348, atom 48 (H): 0.482, atom 49 (C): -1.053, atom 50 (C): 0.887, atom 51 (C): -1.322, atom 52 (O): -0.443, atom 53 (H): 0.372, atom 54 (H): 0.130, atom 55 (H): 0.370, atom 56 (H): 0.423, atom 57 (H): 0.320, atom 58 (H): 0.310, atom 59 (C): -0.774, atom 60 (C): 0.826, atom 61 (C): -1.260, atom 62 (O): -0.536, atom 63 (H): 0.439, atom 64 (H): 0.056, atom 65 (H): 0.220, atom 66 (H): 0.257, atom 67 (H): 0.337, atom 68 (H): 0.389, atom 69 (C): -1.186, atom 70 (C): 0.666, atom 71 (C): 0.151, atom 72 (O): -0.599, atom 73 (H): 0.413, atom 74 (H): 0.210, atom 75 (H): 0.359, atom 76 (H): 0.572, atom 77 (H): -0.175, atom 78 (H): -0.381, atom 79 (C): -0.480, atom 80 (C): 0.875, atom 81 (C): -0.809, atom 82 (O): -0.601, atom 83 (H): 0.585, atom 84 (H): -0.470, atom 85 (H): 0.346, atom 86 (H): 0.362, atom 87 (H): -0.093, atom 88 (H): 0.452, atom 89 (C): -1.409, atom 90 (C): 0.848, atom 91 (C): -0.945, atom 92 (O): -0.330, atom 93 (H): 0.333, atom 94 (H): 0.383, atom 95 (H): 0.382, atom 96 (H): 0.345, atom 97 (H): -0.018, atom 98 (H): 0.433, atom 99 (C): -0.998